# 1
C22H25N4O2PPtS3 as an isolated structure, computed with ωB97M-V/def2-TZVPD.

```
58
Properties=species:S:1:pos:R:3:lowdin_spin:R:1
H -1.26 -2.51 -2.60 0.000
C 1.45 1.35 2.07 0.010
H 4.72 -4.64 -2.79 0.000
C -2.68 -1.25 -1.62 0.004
H 4.57 1.04 -1.07 0.000
C 3.62 0.58 -0.79 0.003
C 2.33 1.81 3.04 0.005
H 1.96 -7.23 1.08 0.000
N -0.05 1.60 -1.38 0.012
C -0.01 1.33 2.28 0.003
H -2.51 2.58 4.16 0.000
H -5.86 -1.23 -0.46 0.000
C -2.76 -0.20 0.45 0.008
H -1.28 -0.85 -3.18 0.000
H 3.75 -2.45 -2.29 0.000
H 3.14 -4.89 -2.04 0.000
C -0.62 2.06 3.29 0.000
C 3.69 1.88 2.75 -0.002
C 4.12 1.50 1.49 0.004
H 3.76 -0.50 -0.78 0.000
H 1.72 -5.06 2.22 0.000
S 1.02 -2.08 1.25 -0.012
N -2.05 -0.64 -0.60 0.106
C -0.16 2.66 -0.86 0.006
N -0.72 0.60 1.42 0.023
H -4.69 -0.09 1.39 0.001
H 5.16 1.57 1.21 0.000
C 3.19 1.02 0.57 0.006
C 4.12 -3.06 -1.47 0.000
C -2.73 1.27 2.48 0.000
C 2.40 -5.14 1.37 -0.001
C -1.91 -1.67 -2.83 0.002
H 4.39 2.24 3.48 0.000
O 3.30 -2.82 -0.31 0.000
H 3.45 -6.90 1.99 0.000
Pt 0.31 -0.29 -0.39 0.670
H -0.05 2.67 3.97 0.000
H -3.81 1.26 2.55 0.000
C 4.16 -4.53 -1.87 0.000
H 2.86 0.82 -1.53 0.001
O 1.66 -4.70 0.20 -0.002
H -2.58 -1.96 -3.63 0.000
N 1.89 0.95 0.88 0.115
C 2.83 -6.58 1.15 0.000
C -4.06 -1.47 -1.60 0.004
H -4.53 -1.94 -2.44 0.000
H 5.11 -2.70 -1.19 0.000
H 4.62 -5.14 -1.09 0.000
C -2.06 0.57 1.49 0.002
H 3.41 -6.67 0.23 0.000
P 1.72 -3.20 -0.34 -0.003
C -4.13 -0.42 0.53 0.004
H 3.26 -4.50 1.53 0.000
S -0.32 4.09 -0.18 0.013
C -4.79 -1.07 -0.50 -0.003
S 1.27 -1.47 -2.15 0.020
H 1.98 2.10 4.02 0.001
C -2.00 2.02 3.39 0.000
```

Output
E_tot: -78312.169 eV
HOMO-LUMO gap (spin up / spin down): 5.596 / 5.597 eV
E_LUMO (spin up / spin down): -5.03 / -5.02 eV
Multiplicity: 2
Net charge: +1
Relative energy (zero: lowest compared OMol25 entry of this formula, charge and spin): 2.601 eV

=====

# 2
One molecule with the formula C22H25N5O6S3, computed with ωB97M-V/def2-TZVPD.

```
61
Properties=species:S:1:pos:R:3:lowdin_charge:R:1
C 6.24 -0.28 -0.48 -0.146
H 4.77 -0.52 -3.92 0.107
O 5.16 1.39 1.85 -0.257
H 6.26 -0.65 0.51 0.100
H 3.08 3.94 -0.14 0.131
C -5.87 1.07 -1.51 -0.086
S 4.82 1.76 0.51 0.732
H -6.76 -1.88 -2.00 0.141
C -3.71 0.85 0.81 -0.351
N -5.79 -0.26 -0.56 -0.162
C -3.41 2.13 0.68 -0.090
C 4.79 0.79 -1.86 -0.260
H -0.01 -5.23 1.65 0.128
N 5.02 0.51 -0.58 -0.296
C 0.95 0.67 0.73 -0.112
C -0.10 -0.39 0.89 -0.092
H 5.26 -2.39 -0.96 0.096
H -2.01 3.76 0.38 0.031
C 4.89 -0.53 -2.85 -0.314
O 5.99 -1.17 -2.68 -0.156
O 5.37 2.90 -0.26 -0.315
S -5.26 0.13 1.16 0.837
C 1.08 3.23 0.29 0.086
H -6.29 1.83 -1.01 0.058
C -5.15 -1.15 -1.29 -0.469
H -4.04 -0.99 -1.55 0.142
H -0.84 -3.71 1.26 0.023
H 7.15 0.22 -0.71 0.129
N -0.04 -4.22 1.32 0.096
N 0.02 -1.76 0.80 0.113
C 1.25 -3.66 1.02 -0.927
H 3.92 1.47 -2.37 0.170
O -5.91 -0.39 -3.45 -0.205
H 5.73 1.58 -2.34 0.179
H 3.06 -0.11 0.72 -0.011
C -6.76 0.63 -2.67 -0.098
H 3.88 -1.19 -2.55 0.154
C 2.40 0.51 0.68 0.080
C 6.05 -1.69 -1.17 -0.001
C -2.64 -0.07 0.84 -0.089
C 0.36 1.79 0.37 -0.064
O -5.42 -1.09 1.72 -0.253
H 0.55 4.10 0.40 0.076
S 2.68 -4.37 0.84 0.656
H -4.85 1.36 -1.64 0.104
C -2.22 2.86 0.55 0.031
N 1.17 -2.32 0.89 -0.078
H -7.53 0.17 -2.33 0.044
H 2.06 -1.77 0.80 0.133
C -1.20 1.87 0.49 0.063
H -5.13 -2.50 -3.01 0.152
C -5.73 -1.70 -2.45 -0.092
H -2.90 -1.12 1.21 0.153
C -1.42 0.27 0.98 -0.059
H -6.66 1.43 -3.50 0.160
H -4.87 -2.11 -0.52 0.186
O -6.34 1.32 1.69 -0.398
H 7.08 -2.28 -1.15 0.158
C 2.43 3.05 0.08 -0.065
H -4.42 2.96 0.76 0.207
C 3.00 1.82 0.52 -0.209
```

Output
E_tot: -75442.085 eV
HOMO-LUMO gap: 7.042 eV
E_LUMO: -1.75 eV
Multiplicity: 1
Net charge: 0